The following is a DFT calculation (the ωB97M-V functional and the def2-TZVPD basis) of a molecular structure, C63H38Cl4N12SeTi at a distorted geometry.

The geometry in XYZ format:
```
119
Properties=species:S:1:pos:R:3:forces:R:3:mulliken_charge:R:1
Ti 0.28041 0.16384 -0.37993 0.461 -0.400 -0.423 -1.233
Cl 4.95387 5.49457 -6.67810 0.025 0.033 -0.078 -0.176
C 4.22503 4.44941 -5.52355 -0.113 -0.129 0.123 0.244
C 4.60861 3.11709 -5.45265 0.052 0.013 -0.063 -1.023
C 4.02440 2.28407 -4.51457 -0.034 -0.012 0.137 -0.240
C 3.07312 2.77215 -3.62022 0.057 0.147 -0.098 0.168
C 2.69597 4.11349 -3.71185 -0.079 -0.149 -0.059 -0.097
C 3.25096 4.94521 -4.66644 0.051 0.092 -0.041 -1.110
C 2.44187 1.89099 -2.61178 -0.156 -0.142 0.265 0.929
C 1.75682 0.76291 -3.05038 0.142 0.134 -0.155 0.426
C 1.48281 0.45224 -4.41801 -0.089 -0.067 0.054 -1.348
C 0.79422 -0.71756 -4.42878 -0.063 0.107 0.089 -1.617
C 0.70277 -1.15689 -3.07107 0.055 -0.256 -0.134 0.345
C 0.39184 -2.45460 -2.65522 0.182 0.193 0.346 1.304
C 0.16375 -3.52821 -3.64486 -0.062 -0.125 -0.136 -0.111
C -0.86292 -4.45873 -3.46357 0.015 0.213 -0.036 -0.114
C -1.02279 -5.52297 -4.33025 -0.102 -0.107 -0.046 -1.009
C -0.16767 -5.66350 -5.41500 0.054 0.210 0.144 0.210
Cl -0.36119 -6.98296 -6.49785 -0.026 -0.073 -0.057 -0.175
C 0.85292 -4.74470 -5.61972 0.030 -0.046 -0.087 -0.990
C 1.02282 -3.69566 -4.73508 -0.046 -0.070 0.176 -0.594
C 0.50856 -2.80044 -1.30764 -0.054 -0.189 -0.284 0.572
N 0.60682 -1.92155 -0.25183 0.070 0.386 0.126 1.811
C 0.72634 -2.71962 0.86895 0.014 -0.074 0.200 -0.131
C 0.70765 -2.29551 2.18841 0.014 0.163 -0.201 1.429
C 1.02642 -3.24794 3.28961 0.087 -0.040 0.115 -0.584
C 0.13888 -4.19883 3.77659 0.035 0.085 -0.095 0.581
C 0.50273 -5.04253 4.81345 -0.024 -0.125 0.088 -1.170
C 1.77356 -4.95443 5.36100 -0.057 0.179 -0.140 0.297
Cl 2.23030 -5.99808 6.65219 0.011 -0.057 0.033 -0.181
C 2.67613 -4.01602 4.87911 0.087 -0.004 0.097 -1.043
C 2.29687 -3.16041 3.86077 -0.094 -0.052 -0.101 -0.001
C 0.54024 -0.96106 2.52509 -0.042 -0.266 0.152 -0.131
C 0.41337 -0.49514 3.87086 -0.084 0.162 -0.080 -1.695
C 0.46606 0.85826 3.82681 -0.084 -0.189 -0.066 -1.708
C 0.68644 1.21375 2.45457 0.201 0.310 0.174 0.360
N 0.61785 0.09572 1.64972 -0.051 -0.054 -0.297 1.088
C 1.34296 2.37838 2.08576 -0.095 -0.293 -0.057 1.433
C 1.94816 2.50117 0.84069 0.036 0.342 0.066 0.333
C 2.84589 3.56221 0.51264 -0.052 -0.103 -0.077 -1.664
C 3.18972 3.39848 -0.78672 -0.064 -0.052 0.116 -1.745
C 2.47007 2.25914 -1.26804 0.140 0.241 -0.388 0.163
N 1.73646 1.68729 -0.24614 -0.437 -0.188 -0.016 1.628
C 1.54587 3.41819 3.12312 -0.115 0.114 0.113 -0.914
C 2.79801 3.64507 3.68974 -0.109 -0.052 -0.043 0.120
C 2.95162 4.57115 4.70736 0.051 0.040 0.062 -1.088
C 1.84977 5.28201 5.16436 -0.026 -0.112 -0.179 0.305
Cl 2.03775 6.44400 6.42035 0.016 0.038 0.070 -0.179
C 0.59517 5.06461 4.61131 -0.032 0.043 0.087 -1.155
C 0.44756 4.13000 3.60072 0.061 -0.018 -0.140 -0.020
C 0.77952 -4.09847 0.50019 0.002 0.024 -0.176 -1.787
C 0.62045 -4.15062 -0.84164 0.007 -0.007 0.165 -1.942
N 1.21707 -0.19543 -2.22989 0.241 -0.177 0.472 0.422
H 5.36216 2.73621 -6.12756 0.014 0.023 -0.008 0.445
H 4.32520 1.24549 -4.45812 0.040 -0.001 -0.005 0.546
H 1.93840 4.50088 -3.04040 0.015 0.045 0.006 0.483
H 2.93570 5.97571 -4.75369 0.033 0.017 0.026 0.442
H 1.77368 1.05240 -5.26329 -0.005 0.029 0.001 0.716
H 0.39562 -1.24054 -5.28043 0.041 -0.040 -0.026 0.901
H -1.54747 -4.33854 -2.63309 -0.003 -0.039 0.033 0.455
H -1.80528 -6.25042 -4.16561 -0.038 0.013 -0.048 0.439
H 1.52241 -4.86179 -6.46041 0.016 -0.046 0.011 0.437
H 1.86655 -3.03209 -4.86194 0.011 0.020 -0.040 0.605
H -0.84562 -4.28217 3.34490 -0.208 -0.013 -0.060 0.530
H -0.19593 -5.77273 5.19855 0.003 -0.007 -0.009 0.472
H 3.66819 -3.95522 5.30438 -0.001 -0.007 0.021 0.447
H 2.99832 -2.42552 3.48537 0.031 -0.003 0.029 0.501
H 0.32555 -1.13754 4.73151 0.043 0.007 0.020 0.788
H 0.45326 1.55098 4.65129 0.032 0.020 -0.001 0.712
H 3.17260 4.32701 1.19616 0.026 0.002 -0.012 0.678
H 3.87290 3.99368 -1.36696 0.027 -0.024 -0.027 0.750
H 3.65235 3.07547 3.34590 0.030 0.008 0.024 0.602
H 3.92139 4.73360 5.15661 0.001 0.033 0.003 0.446
H -0.25711 5.61753 4.98149 0.008 0.028 -0.009 0.453
H -0.52815 3.95057 3.16215 -0.017 0.018 0.042 0.499
H 0.91264 -4.91467 1.18971 0.046 0.000 0.007 0.665
H 0.62502 -5.02286 -1.47001 0.010 -0.023 -0.023 0.720
N -3.48942 -1.03112 4.10148 0.048 0.120 0.075 0.117
C -2.95414 -0.07439 3.32778 -0.011 -0.088 -0.002 -0.602
N -2.49588 -0.25645 2.13395 0.180 0.028 0.036 0.001
C -2.53636 -1.52051 1.59118 -0.010 0.744 -0.527 -0.801
N -2.20997 -1.73835 0.35546 -0.031 -1.245 0.117 -2.008
N -1.68866 -0.76778 -0.43802 -0.348 0.646 -0.015 3.109
C -2.22936 -0.69264 -1.60053 -0.237 -0.043 0.158 -0.993
C -1.87531 0.39407 -2.48571 -0.066 0.398 -0.379 0.919
C -2.60833 0.64796 -3.63891 0.010 -0.143 0.185 -1.239
C -2.36062 1.80917 -4.34984 0.120 0.144 0.043 -0.976
C -1.38915 2.67698 -3.87718 -0.187 -0.101 -0.053 -1.494
C -0.68630 2.33721 -2.73202 0.140 0.153 0.143 -0.195
N -0.90862 1.21845 -2.04612 -0.093 -0.117 0.042 1.406
C -3.07765 -2.62302 2.36936 -0.083 -0.175 0.315 1.449
C -3.15790 -3.93463 1.88905 0.047 -0.013 0.020 -0.422
C -3.69243 -4.93073 2.67619 0.086 -0.043 -0.130 -0.826
C -4.16591 -4.63722 3.95646 -0.029 0.097 0.024 -0.627
C -4.11261 -3.34871 4.44348 -0.054 -0.012 0.071 -0.925
C -3.56530 -2.34176 3.65185 0.127 -0.220 -0.291 -0.009
H -3.83445 -0.80858 5.02223 0.006 0.068 -0.002 0.300
H -2.92122 0.92774 3.74211 -0.037 -0.036 0.106 0.427
H -3.05609 -1.34503 -1.86855 0.073 -0.108 0.087 0.346
H -3.37390 -0.04743 -3.95549 0.002 -0.029 0.029 0.605
H -2.92708 2.04046 -5.24129 0.011 -0.006 -0.018 0.515
H -1.17660 3.60882 -4.38134 0.038 0.008 0.016 0.626
H 0.06091 3.00518 -2.32889 0.066 -0.044 0.015 0.413
H -2.78721 -4.14363 0.89452 -0.004 0.004 0.010 0.541
H -3.74678 -5.94291 2.29951 -0.015 -0.003 0.015 0.473
H -4.58976 -5.42181 4.56792 -0.008 0.000 0.010 0.464
H -4.50714 -3.11278 5.42396 0.043 -0.008 0.031 0.455
Se -0.46025 5.63709 -0.06601 0.282 0.063 -0.041 0.259
N -2.19876 5.76092 -0.07128 -0.763 0.252 0.027 -0.806
C -2.69235 4.53922 0.01963 0.664 -0.111 0.022 0.383
C -4.06307 4.19404 0.01315 -0.319 -0.252 0.030 -0.774
C -4.35320 2.86826 0.08369 -0.304 0.446 -0.030 -1.371
C -3.31873 1.90176 0.18400 0.617 -0.297 0.026 -0.070
N -2.03174 2.14564 0.18838 -0.267 0.176 0.221 0.906
C -1.70498 3.47142 0.09748 -0.102 0.670 -0.131 0.123
N -0.45518 3.88713 0.03735 0.279 -0.608 0.080 0.046
H -4.82453 4.95908 -0.04968 0.002 0.014 -0.017 0.524
H -5.37993 2.53044 0.06697 0.001 -0.050 0.036 0.516
H -3.59830 0.85940 0.27463 -0.035 0.021 -0.024 0.291
```
Positions in Å, forces in eV/Å.

Output
Total charge ... +2
Frontier orbital gap ... 5.63 eV
Total energy ... -222371.129 eV